[1]
Here is C41H44BrN3O5PSc as an isolated structure from OMol25. Energies are from ωB97M-V/def2-TZVPD.

Values from the calculation:
LUMO level   -0.229 Eh
Total charge   +2
HOMO-LUMO gap   6.40 eV
Maximum force   1.31 eV Å⁻¹
Calculated total energy   -5804.88010 Ha
ΔE to the lowest compared entry with this formula, charge and spin   44.4 kcal per mole

Atoms and positions in Å:
Sc1 -0.035 0.517 0.333
C1 -1.545 2.571 2.653
O1 -1.275 2.414 1.250
C2 -0.809 3.621 0.660
C3 -0.982 3.444 -0.819
O2 -0.314 2.215 -1.192
C4 0.680 2.307 -2.234
C5 2.029 2.118 -1.601
O3 1.938 0.883 -0.892
C6 3.188 0.478 -0.308
H1 -2.242 3.399 2.791
H2 -0.617 2.766 3.195
H3 -2.003 1.653 3.006
H4 0.243 3.785 0.936
H5 -1.394 4.481 1.011
H6 -0.557 4.274 -1.386
H7 -2.035 3.328 -1.087
H8 0.589 3.260 -2.757
H9 0.467 1.501 -2.943
H10 2.274 2.927 -0.900
H11 2.819 2.061 -2.360
H12 3.932 0.372 -1.099
H13 3.008 -0.477 0.181
H14 3.504 1.225 0.422
C7 -2.566 0.356 -1.966
O4 -2.109 0.061 -0.640
C8 -3.066 -0.410 0.256
C9 -4.379 -0.659 -0.098
C10 -5.262 -1.106 0.881
C11 -4.835 -1.282 2.187
C12 -3.515 -1.034 2.529
C13 -2.617 -0.621 1.556
N1 -1.236 -0.353 1.822
N2 -0.876 -0.755 2.981
C14 0.293 -0.428 3.544
C15 1.214 0.525 3.042
O5 1.112 0.990 1.826
C16 2.247 1.023 3.869
C17 2.432 0.487 5.108
C18 1.616 -0.562 5.618
C19 1.878 -1.125 6.883
C20 1.086 -2.132 7.368
C21 0.011 -2.595 6.595
C22 -0.266 -2.058 5.361
C23 0.532 -1.025 4.848
H15 -3.337 1.128 -1.931
H16 -1.705 0.717 -2.518
H17 -2.955 -0.553 -2.432
H18 -4.731 -0.510 -1.106
H19 -6.289 -1.299 0.613
H20 -5.532 -1.610 2.944
H21 -3.170 -1.165 3.544
H22 2.888 1.800 3.480
H23 3.239 0.856 5.730
H24 2.712 -0.749 7.459
H25 1.286 -2.566 8.336
H26 -0.612 -3.391 6.979
H27 -1.097 -2.436 4.785
Br1 5.215 -5.557 3.471
C24 4.086 -4.171 2.914
C25 2.788 -4.574 2.312
C26 1.819 -3.403 2.011
N3 2.358 -2.055 1.988
C27 3.526 -1.873 2.451
C28 4.436 -2.889 3.000
H28 2.325 -5.346 2.927
H29 0.919 -3.392 2.631
H30 3.907 -0.855 2.444
H31 5.379 -2.573 3.418
C29 0.405 -1.627 -2.695
P1 0.280 -1.970 -0.909
C30 1.707 -3.026 -0.557
C31 1.599 -3.986 0.590
C32 2.782 -4.970 0.801
C33 4.011 -4.657 0.017
C34 4.034 -3.719 -0.928
C35 2.845 -2.921 -1.249
C36 -1.180 -3.025 -0.716
C37 -1.600 -3.373 0.567
C38 -2.717 -4.172 0.747
C39 -3.433 -4.623 -0.352
C40 -3.023 -4.286 -1.632
C41 -1.897 -3.496 -1.815
H32 -0.538 -1.248 -3.083
H33 0.678 -2.533 -3.240
H34 1.177 -0.878 -2.866
H35 0.652 -4.524 0.537
H36 2.514 -6.019 0.659
H37 4.895 -5.250 0.210
H38 4.929 -3.554 -1.509
H39 2.930 -2.239 -2.086
H40 -1.059 -3.022 1.437
H41 -3.029 -4.439 1.746
H42 -4.307 -5.241 -0.209
H43 -3.571 -4.645 -2.490
H44 -1.587 -3.265 -2.824

=====

[2]
Here is C41H44CaN5O2S2Si as an isolated structure from OMol25. Energies are from ωB97M-V/def2-TZVPD.

Values from the calculation:
LUMO level   0.089 Eh
Total charge   -1
HOMO-LUMO gap   7.16 eV
Maximum force   0.48 eV Å⁻¹
Calculated total energy   -3776.68924 Ha

Atoms and positions in Å:
Ca1 0.935 0.935 1.519
C1 -1.956 2.679 0.797
C2 -0.648 2.925 0.102
N1 -0.104 1.953 -0.544
N2 0.958 2.359 -1.345
C3 2.084 1.754 -1.389
S1 2.748 0.409 -0.528
S2 3.245 2.443 -2.567
C4 2.306 3.814 -3.309
C5 1.623 3.388 -4.581
C6 2.173 3.677 -5.825
C7 1.565 3.238 -6.995
C8 0.392 2.499 -6.933
C9 -0.168 2.208 -5.694
C10 0.440 2.650 -4.528
C11 0.040 4.222 0.291
C12 -0.418 5.415 -0.246
C13 0.312 6.587 -0.100
C14 1.509 6.538 0.613
C15 1.961 5.364 1.185
C16 1.233 4.160 1.071
O1 1.615 3.051 1.626
H1 -2.547 1.937 0.262
H2 -2.508 3.616 0.875
H3 -1.781 2.327 1.820
H4 3.020 4.618 -3.489
H5 1.587 4.139 -2.558
H6 3.093 4.249 -5.878
H7 2.009 3.473 -7.954
H8 -0.087 2.158 -7.843
H9 -1.087 1.636 -5.634
H10 0.020 2.413 -3.559
H11 -1.341 5.419 -0.818
H12 -0.035 7.513 -0.540
H13 2.099 7.441 0.726
H14 2.889 5.338 1.745
C17 -0.511 0.540 3.603
Si1 -0.759 -1.232 3.797
C18 0.892 -2.096 3.387
N3 1.513 -1.656 2.121
C19 0.794 -2.233 0.942
C20 1.667 -3.139 0.083
C21 2.361 -4.178 0.962
C22 3.226 -3.494 2.043
C23 2.946 -1.991 2.094
C24 -2.098 -1.866 2.617
C25 -2.718 -0.999 1.718
C26 -3.664 -1.453 0.805
C27 -4.003 -2.798 0.770
C28 -3.399 -3.681 1.657
C29 -2.464 -3.216 2.569
C30 -1.207 -1.996 5.491
C31 -2.524 -2.327 5.829
C32 -2.854 -2.823 7.084
C33 -1.868 -3.003 8.043
C34 -0.554 -2.677 7.738
C35 -0.236 -2.178 6.481
H15 0.209 0.924 4.340
H16 -1.433 1.121 3.711
H17 0.798 -3.193 3.433
H18 1.578 -1.815 4.194
H19 0.366 -1.443 0.308
H20 -0.048 -2.822 1.309
H21 2.397 -2.548 -0.472
H22 1.027 -3.622 -0.658
H23 2.969 -4.849 0.353
H24 1.594 -4.797 1.436
H25 4.290 -3.632 1.835
H26 3.041 -3.945 3.020
H27 3.396 -1.508 1.228
H28 3.410 -1.544 2.976
H29 -2.447 0.050 1.729
H30 -4.129 -0.756 0.117
H31 -4.734 -3.158 0.056
H32 -3.658 -4.733 1.634
H33 -2.004 -3.918 3.258
H34 -3.310 -2.197 5.093
H35 -3.885 -3.070 7.313
H36 -2.121 -3.392 9.022
H37 0.224 -2.809 8.480
H38 0.797 -1.921 6.275
N4 -0.155 -0.998 -7.095
C36 -0.937 -1.811 -6.332
O2 -1.691 -2.635 -6.814
C37 -0.805 -1.605 -4.851
C38 0.368 -1.157 -4.264
C39 0.389 -0.940 -2.894
N5 -0.678 -1.108 -2.117
C40 -1.789 -1.581 -2.681
C41 -1.900 -1.856 -4.035
H39 -0.263 -1.053 -8.093
H40 0.316 -0.203 -6.699
H41 1.267 -0.983 -4.842
H42 1.288 -0.586 -2.400
H43 -2.635 -1.723 -2.016
H44 -2.819 -2.231 -4.464

=====

[3]
Here is C41H44ClN2OP2Rh as an isolated structure from OMol25. Energies are from ωB97M-V/def2-TZVPD.

Values from the calculation:
LUMO level (alpha / beta)   -0.192 / -0.360 Eh
Total charge   +2
HOMO-LUMO gap (alpha / beta)   5.71 / 4.14 eV
Spin multiplicity   5
Maximum force   3.26 eV Å⁻¹
Calculated total energy   -3026.22728 Ha

Atoms and positions in Å:
Rh1 0.022 -0.583 -0.208
Cl1 -2.344 -1.217 0.293
P1 -0.582 -0.105 -2.405
P2 0.663 -1.495 1.837
C1 -1.184 1.602 -2.657
C2 -1.933 -1.117 -3.097
C3 0.780 -0.272 -3.611
C4 2.468 -1.592 2.105
C5 0.056 -0.561 3.285
C6 0.069 -3.190 2.159
C7 -0.540 2.522 -3.492
C8 -1.057 3.810 -3.640
C9 -2.218 4.181 -2.962
C10 -2.864 3.262 -2.131
C11 -2.351 1.978 -1.973
H1 0.363 2.235 -4.022
H2 -0.550 4.522 -4.285
H3 -2.617 5.185 -3.078
H4 -3.767 3.548 -1.600
H5 -2.845 1.257 -1.323
C12 2.003 0.354 -3.326
C13 3.062 0.271 -4.226
C14 2.918 -0.452 -5.413
C15 1.709 -1.086 -5.696
C16 0.641 -0.993 -4.802
H6 2.121 0.898 -2.394
H7 4.003 0.763 -3.998
H8 3.748 -0.524 -6.110
H9 1.593 -1.655 -6.614
H10 -0.299 -1.486 -5.028
C17 -2.811 -0.566 -4.042
C18 -3.817 -1.349 -4.604
C19 -3.958 -2.685 -4.224
C20 -3.092 -3.233 -3.277
C21 -2.087 -2.453 -2.711
H11 -2.710 0.476 -4.331
H12 -4.495 -0.913 -5.332
H13 -4.748 -3.293 -4.657
H14 -3.210 -4.267 -2.964
H15 -1.429 -2.860 -1.951
C22 -1.129 -1.009 3.890
C23 -1.639 -0.337 4.997
C24 -0.981 0.787 5.504
C25 0.194 1.235 4.901
C26 0.716 0.562 3.795
H16 -1.639 -1.880 3.483
H17 -2.556 -0.688 5.462
H18 -1.386 1.313 6.364
H19 0.708 2.110 5.290
H20 1.633 0.912 3.331
C27 3.304 -0.751 1.356
C28 4.682 -0.767 1.559
C29 5.241 -1.635 2.500
C30 4.416 -2.481 3.240
C31 3.034 -2.457 3.049
H21 2.870 -0.092 0.610
H22 5.320 -0.110 0.976
H23 6.317 -1.655 2.650
H24 4.846 -3.162 3.968
H25 2.395 -3.114 3.630
C32 0.195 -3.758 3.434
C33 -0.220 -5.069 3.662
C34 -0.764 -5.821 2.620
C35 -0.897 -5.257 1.351
C36 -0.488 -3.946 1.121
H26 0.610 -3.172 4.249
H27 -0.123 -5.499 4.655
H28 -1.093 -6.841 2.800
H29 -1.335 -5.834 0.541
H30 -0.612 -3.490 0.145
H31 1.553 -0.389 -0.603
H32 0.312 -2.097 -0.793
C37 2.286 2.680 0.159
N1 1.081 3.306 0.665
C38 1.213 4.707 1.031
C39 -0.062 2.520 0.821
O1 -0.030 1.315 0.421
N2 -1.260 2.944 1.416
C40 -1.659 4.281 1.862
C41 -2.284 1.939 1.680
H33 3.140 3.379 0.041
H34 2.089 2.249 -0.827
H35 2.613 1.932 0.893
H36 0.580 5.332 0.368
H37 1.021 4.838 2.116
H38 2.240 5.101 0.878
H39 -2.616 4.551 1.364
H40 -1.827 4.270 2.960
H41 -1.027 5.127 1.643
H42 -2.622 1.474 0.751
H43 -1.883 1.161 2.354
H44 -3.187 2.366 2.172

=====

[4]
Here is C41H45BCsN16O2S as an isolated structure from OMol25. Energies are from ωB97M-V/def2-TZVPD.

Values from the calculation:
LUMO level (alpha / beta)   -0.011 / -0.136 Eh
HOMO-LUMO gap (alpha / beta)   6.76 / 3.37 eV
Spin multiplicity   2
Maximum force   4.08 eV Å⁻¹
Calculated total energy   -3059.17580 Ha
ΔE to the lowest compared entry with this formula, charge and spin   34.2 kcal per mole

Atoms and positions in Å:
Cs1 0.443 -0.066 -0.085
C1 -1.482 1.838 2.804
C2 -2.322 2.464 1.732
C3 -3.574 3.100 1.855
C4 -3.888 3.470 0.567
N1 -2.873 3.079 -0.237
N2 -1.914 2.455 0.472
B1 -2.876 3.144 -1.794
N3 -1.495 3.547 -2.378
C5 -1.324 4.196 -3.554
C6 0.019 4.198 -3.842
C7 0.608 3.499 -2.764
C8 2.054 3.158 -2.589
N4 -0.313 3.103 -1.896
N5 -3.270 1.753 -2.367
C9 -4.400 1.290 -2.949
C10 -4.210 -0.045 -3.231
C11 -2.908 -0.318 -2.770
C12 -2.158 -1.616 -2.801
N6 -2.354 0.766 -2.249
N7 -3.862 4.276 -2.167
C13 -3.626 5.571 -1.866
C14 -4.706 6.308 -2.284
C15 -5.584 5.355 -2.844
C16 -6.924 5.584 -3.474
N8 -5.070 4.139 -2.767
H1 -2.011 1.866 3.757
H2 -0.528 2.362 2.917
H3 -1.272 0.796 2.563
H4 -4.155 3.262 2.749
H5 -4.754 3.978 0.173
H6 -2.159 4.609 -4.096
H7 0.510 4.641 -4.694
H8 2.691 3.984 -2.911
H9 2.324 2.283 -3.190
H10 2.273 2.926 -1.547
H11 -5.230 1.949 -3.129
H12 -4.904 -0.722 -3.706
H13 -2.624 -2.309 -3.505
H14 -2.141 -2.093 -1.817
H15 -1.121 -1.459 -3.110
H16 -2.711 5.868 -1.376
H17 -4.851 7.374 -2.205
H18 -7.259 6.605 -3.294
H19 -7.668 4.899 -3.065
H20 -6.885 5.424 -4.553
N9 1.602 -6.858 4.566
C17 1.817 -5.807 3.697
C18 3.024 -5.711 2.987
C19 3.261 -4.640 2.154
C20 2.301 -3.642 2.037
C21 1.098 -3.716 2.731
C22 0.859 -4.796 3.558
S1 2.571 -2.279 0.984
O1 2.040 -1.127 1.655
O2 3.935 -2.262 0.551
N10 1.608 -2.471 -0.359
C23 1.589 -3.568 -1.118
N11 0.869 -3.415 -2.265
C24 0.756 -4.466 -3.042
C25 1.356 -5.690 -2.726
C26 2.102 -5.744 -1.542
N12 2.222 -4.712 -0.742
H21 2.158 -7.685 4.435
H22 0.653 -7.036 4.846
H23 3.771 -6.489 3.100
H24 4.183 -4.559 1.595
H25 0.371 -2.917 2.646
H26 -0.065 -4.857 4.122
H27 0.173 -4.338 -3.947
H28 1.252 -6.552 -3.369
H29 2.609 -6.654 -1.237
C27 3.811 2.930 2.685
C28 5.059 2.353 2.511
C29 5.316 1.638 1.354
C30 4.305 1.513 0.407
N13 3.102 2.061 0.576
C31 2.865 2.758 1.683
C32 4.517 0.752 -0.862
C33 5.743 0.768 -1.518
C34 5.886 0.041 -2.688
C35 4.810 -0.691 -3.160
C36 3.628 -0.647 -2.438
N14 3.475 0.066 -1.327
H30 3.574 3.503 3.572
H31 5.826 2.461 3.267
H32 6.278 1.166 1.198
H33 1.878 3.204 1.759
H34 6.563 1.361 -1.132
H35 6.825 0.051 -3.227
H36 4.880 -1.274 -4.068
H37 2.758 -1.213 -2.763
C37 1.972 -0.343 5.255
C38 0.710 -0.798 4.674
N15 -0.250 -1.177 4.174
H38 1.798 0.080 6.242
H39 2.419 0.413 4.610
H40 2.662 -1.181 5.340
C39 -3.510 -2.782 3.767
C40 -3.110 -3.723 2.624
C41 -2.324 -3.023 1.602
N16 -1.751 -2.416 0.814
H41 -4.113 -3.324 4.495
H42 -4.095 -1.947 3.384
H43 -2.627 -2.377 4.260
H44 -3.992 -4.138 2.137
H45 -2.517 -4.561 2.992

=====

[5]
Here is C41H45Cl2N9OS5SeTi as an isolated structure from OMol25. Energies are from ωB97M-V/def2-TZVPD.

Values from the calculation:
LUMO level (alpha / beta)   -0.002 / -0.001 Eh
HOMO-LUMO gap (alpha / beta)   5.30 / 6.87 eV
Spin multiplicity   3
Maximum force   0.79 eV Å⁻¹
Calculated total energy   -8319.79213 Ha
ΔE to the lowest compared entry with this formula, charge and spin   0.0 kcal per mole

Atoms and positions in Å:
Ti1 -0.404 0.298 0.130
Cl1 2.342 4.527 -0.119
C1 0.675 4.373 0.331
C2 -0.034 5.501 0.743
C3 -1.347 5.382 1.139
Cl2 -2.201 6.814 1.647
C4 -2.016 4.144 1.147
C5 -3.371 3.923 1.526
C6 -3.871 2.631 1.433
C7 -3.076 1.580 1.021
N1 -1.761 1.743 0.690
C8 -1.267 3.027 0.729
C9 0.076 3.122 0.323
O1 0.660 1.983 -0.037
H1 0.452 6.466 0.753
H2 -3.988 4.747 1.849
H3 -4.904 2.426 1.686
H4 -3.468 0.574 0.936
C10 -2.163 1.469 4.408
N2 -1.242 0.778 3.517
C11 0.010 1.488 3.318
C12 -1.562 -0.412 2.963
N3 -1.077 -0.791 1.791
C13 -1.201 -2.174 1.446
C14 -0.570 -3.111 2.221
C15 -0.900 -4.476 2.122
C16 -1.929 -4.857 1.314
C17 -2.585 -3.917 0.479
C18 -3.745 -4.298 -0.246
C19 -4.414 -3.373 -0.989
C20 -3.852 -2.094 -1.185
C21 -2.660 -1.728 -0.604
N4 -1.943 -0.614 -1.111
C22 -1.852 -0.552 -2.450
N5 -1.741 0.644 -3.050
C23 -2.199 1.879 -2.430
C24 -1.032 0.811 -4.312
N6 -1.845 -1.643 -3.256
C25 -1.288 -2.922 -2.849
C26 -2.568 -1.669 -4.512
C27 -2.117 -2.580 0.422
N7 -2.465 -1.150 3.690
C28 -3.553 -1.898 3.095
C29 -2.186 -1.463 5.078
H5 -2.236 2.508 4.082
H6 -1.812 1.453 5.444
H7 -3.150 1.020 4.355
H8 -0.202 2.547 3.172
H9 0.563 1.117 2.463
H10 0.655 1.367 4.192
H11 0.140 -2.773 2.966
H12 -0.384 -5.199 2.740
H13 -2.274 -5.884 1.298
H14 -4.104 -5.315 -0.154
H15 -5.338 -3.630 -1.492
H16 -4.310 -1.415 -1.895
H17 -2.865 1.656 -1.603
H18 -2.730 2.467 -3.182
H19 -1.356 2.468 -2.060
H20 -0.408 -0.059 -4.503
H21 -0.388 1.685 -4.233
H22 -1.723 0.963 -5.145
H23 -0.621 -2.789 -2.004
H24 -0.690 -3.310 -3.676
H25 -2.074 -3.641 -2.606
H26 -3.145 -0.757 -4.637
H27 -3.262 -2.515 -4.499
H28 -1.898 -1.786 -5.367
H29 -3.797 -1.495 2.116
H30 -4.432 -1.784 3.735
H31 -3.330 -2.965 2.999
H32 -1.329 -0.894 5.428
H33 -1.956 -2.529 5.183
H34 -3.044 -1.230 5.714
C30 5.505 -1.522 1.492
N8 4.899 -0.383 0.840
C31 3.606 0.005 0.963
Se1 2.298 -0.837 1.941
N9 3.447 1.116 0.215
C32 4.642 1.448 -0.411
C33 5.002 2.467 -1.280
C34 6.311 2.473 -1.738
C35 7.234 1.507 -1.335
C36 6.880 0.496 -0.454
C37 5.569 0.490 -0.007
H35 4.716 -2.099 1.966
H36 6.220 -1.191 2.246
H37 6.016 -2.138 0.752
H38 2.535 1.564 0.087
H39 4.296 3.214 -1.609
H40 6.614 3.243 -2.435
H41 8.245 1.547 -1.717
H42 7.593 -0.253 -0.134
C38 4.242 -2.427 -1.851
S1 3.650 -2.104 -3.527
C39 3.189 -0.420 -3.370
C40 2.190 0.057 -2.590
S2 1.162 -0.913 -1.585
S3 1.949 1.789 -2.717
C41 3.130 2.127 -3.936
S4 3.417 3.651 -4.493
S5 4.044 0.740 -4.362
H43 4.552 -3.471 -1.818
H44 3.433 -2.273 -1.137
H45 5.094 -1.788 -1.622